No. 1
Computed, not measured: a cluster of 11 separate species, C2H23O12 in total at a distorted geometry, with the ωB97M-V functional and the def2-TZVPD basis.

```
37
Properties=species:S:1:pos:R:3:forces:R:3
C 0.16924 1.60659 -0.74427 -0.299 -0.588 -0.328
C 0.64052 0.63142 0.33667 -0.197 -0.250 -0.023
O 1.86112 0.52384 0.53767 0.811 0.327 -0.165
O -0.19389 -0.04151 0.99435 -1.111 0.332 -0.011
H -0.26827 2.48294 -0.26605 0.530 0.321 -0.067
H -0.63778 1.21861 -1.36579 -0.172 -0.440 0.326
H 0.97245 1.75484 -1.46605 0.104 0.685 0.473
O -0.89592 1.56044 3.14947 -0.374 0.586 0.537
H -0.92736 1.25192 4.05504 0.045 0.008 0.231
H -0.68535 0.77978 2.63715 0.365 -0.532 -0.829
O 2.97265 -0.14854 3.11044 0.320 -0.265 0.780
H 2.24136 -0.08763 2.49584 -0.341 0.064 -0.708
H 3.14763 0.75723 3.36578 -0.009 0.117 0.023
O 0.71971 0.07272 -3.46645 -0.037 0.113 -0.117
H 1.45633 0.62120 -3.73625 0.257 0.136 0.142
H 0.45674 -0.38556 -4.26461 -0.150 -0.213 -0.237
O -2.72327 -2.07705 2.73723 -0.417 -0.104 0.324
H -2.99478 -1.34234 3.28742 -0.059 0.171 0.143
H -2.05204 -1.71058 2.16157 0.569 -0.169 -0.569
O 4.42004 1.70717 0.93261 0.804 0.522 -0.061
H 4.18817 2.12212 1.76344 -0.066 0.010 0.060
H 3.67592 1.13948 0.73199 -0.638 -0.326 -0.130
O -3.18661 0.98705 -3.79955 -0.047 -0.078 -0.281
H -2.78494 1.12489 -2.94171 0.240 -0.101 0.347
H -3.88887 1.63604 -3.84280 -0.166 0.148 -0.031
O -0.81319 -2.60695 0.24844 -0.217 -1.012 0.967
H -1.50933 -2.46985 -0.39407 0.228 -0.015 -0.174
H -0.26769 -1.82320 0.18218 0.056 0.354 0.044
O 3.25177 -1.81535 -0.06239 0.537 -0.630 -0.367
H 2.70301 -1.05813 0.14183 -0.372 0.663 0.212
H 2.82587 -2.54759 0.38333 -0.110 -0.137 0.093
O -2.71168 -0.30357 -0.44465 -0.902 0.236 -0.433
H -2.13593 -0.03029 0.26953 1.140 0.014 0.513
H -3.54674 0.12509 -0.25713 -0.296 -0.033 -0.011
O -1.11326 -1.60601 -2.16793 -0.086 -0.360 -0.894
H -1.87659 -1.11594 -1.86233 -0.326 0.271 0.178
H -0.48918 -0.93310 -2.43988 0.388 0.175 0.039
```
Forces are in eV/Å.

Computed properties:
net charge	-1
spin multiplicity	1
lowest unoccupied orbital energy	0.090	Eh
energy relative to the best compared isomer or geometry (same formula, charge and spin)	1.248	eV

---

No. 2
Computed, not measured: a cluster of 10 separate species, C2H24N2O9 in total at a distorted geometry, with the ωB97M-V functional and the def2-TZVPD basis.

```
37
Properties=species:S:1:pos:R:3:forces:R:3
N -1.88816 2.82373 0.91659 0.628 -0.860 0.448
C -2.08485 1.76061 -0.00487 0.150 0.172 -0.298
C -2.85800 0.68078 0.09833 0.345 -0.500 0.004
N -2.93390 -0.33901 -0.89139 0.329 -0.805 0.141
H -0.94132 2.63067 1.27519 -0.241 0.581 -0.134
H -2.46127 2.72675 1.75083 -0.312 -0.109 -0.245
H -1.44338 1.86489 -0.89089 -0.538 0.059 0.125
H -3.26374 0.35337 1.05117 -0.482 0.630 0.070
H -3.72852 -0.40200 -1.50264 -0.185 0.274 0.145
H -2.07905 -0.57514 -1.37315 -0.275 0.538 0.000
O -0.77326 0.26886 -2.71767 0.440 -0.129 0.140
H -0.33141 -0.55473 -2.97918 -0.417 0.513 -0.514
H -1.26352 0.68391 -3.43929 0.129 -0.652 -0.089
O 3.27781 2.05122 1.32052 0.503 0.146 0.511
H 2.95094 2.37138 0.47957 -0.042 -0.195 -0.258
H 3.10012 1.10161 1.37859 -0.120 0.088 -0.324
O 0.62903 1.59153 1.74602 -1.040 -0.236 -0.194
H 1.29791 2.20487 2.05341 0.531 -0.304 0.163
H 0.85920 0.67574 1.98923 0.294 0.639 -0.174
O 1.01090 2.40922 -2.25497 1.883 1.082 0.635
H 0.52487 2.12290 -3.01536 -0.830 -0.677 0.358
H 0.70670 2.14449 -1.38144 -0.842 -0.146 -0.723
O 0.07035 -2.66631 0.55321 -0.260 -0.055 -0.534
H -0.09653 -1.82981 0.08803 0.324 -0.069 0.212
H -0.81448 -3.03271 0.64219 -0.123 -0.107 -0.093
O 2.02492 -0.76366 1.66898 0.176 0.686 0.925
H 2.14562 -1.31587 0.89733 -0.042 -0.301 -0.202
H 2.30880 -1.21311 2.46519 0.176 -0.390 -0.053
O 1.65022 -3.09033 -2.14695 -0.705 -0.028 0.890
H 0.68009 -3.12687 -2.17503 0.275 -0.160 -0.436
H 1.72601 -3.06222 -1.17032 0.350 -0.038 -0.598
O 1.42517 -0.72661 -0.79390 -0.323 1.637 -0.939
H 1.17855 0.21359 -0.72730 -0.196 -0.203 1.152
H 1.66624 -0.62980 -1.71941 0.506 -1.132 -0.495
O -1.10266 -2.45050 3.11411 -0.816 -0.239 0.563
H -0.74251 -3.11675 2.53611 0.326 -0.168 -0.069
H -0.42689 -1.78470 3.15917 0.427 0.455 -0.106
```
Forces are in eV/Å.

Computed properties:
net charge	0
spin multiplicity	1
SMILES	N/C=C/N.O.O.O.O.O.O.O.O.O
lowest unoccupied orbital energy	-0.009	Eh
energy relative to the best compared isomer or geometry (same formula, charge and spin)	1.803	eV

---

No. 3
Computed, not measured: a cluster of 10 separate species, C2H24N4O10 in total at a distorted geometry, with the ωB97M-V functional and the def2-TZVPD basis.

```
40
Properties=species:S:1:pos:R:3:forces:R:3
N -0.69960 2.36641 0.91117 1.338 0.199 -1.728
C -1.05943 2.55910 2.17523 -1.230 0.663 2.177
N -2.13909 1.81193 2.55228 -1.281 -1.024 0.406
O -0.59899 3.37575 2.95369 0.325 0.124 -0.541
H -0.91857 1.49876 0.44167 -0.117 0.236 0.001
H 0.12369 2.89175 0.65742 0.060 -0.354 -0.122
H -2.59450 1.12785 1.97315 0.392 0.061 -0.270
H -2.65276 2.05128 3.38120 0.481 0.190 0.154
N -4.28049 0.42409 -0.18581 -1.001 1.602 0.427
C -3.18623 -0.28158 -0.48060 0.994 -0.659 1.430
N -3.45483 -1.38665 -1.17917 0.139 -0.911 -0.880
O -2.03845 -0.09150 -0.03128 -0.743 0.355 -0.439
H -5.20863 0.09619 -0.38420 0.144 -0.209 -0.191
H -4.27210 1.30696 0.29908 0.539 -0.048 -0.056
H -2.73462 -2.08812 -1.19461 -0.275 -0.127 -0.262
H -4.35675 -1.54573 -1.58987 0.139 -0.248 -0.058
O 3.09174 -2.50835 -0.69375 -0.067 -0.114 -0.034
H 2.59519 -1.68065 -0.63776 -0.064 0.115 0.044
H 2.56375 -3.14106 -0.20159 0.066 -0.030 0.068
O 5.08913 -0.05555 0.68559 0.038 0.095 -0.007
H 4.28542 0.08182 0.17309 -0.092 -0.079 0.052
H 5.77648 0.38545 0.17955 0.026 -0.005 -0.012
O 0.00399 -2.02515 -1.52265 -0.382 -0.281 -0.262
H -0.77993 -1.48125 -1.64936 0.113 0.271 0.109
H -0.14133 -2.46502 -0.68047 0.198 0.065 0.096
O 1.24043 1.70868 -3.05246 -0.138 -0.109 0.073
H 0.58770 1.68447 -3.75853 0.005 0.027 -0.048
H 1.06428 2.53333 -2.58832 0.082 0.043 0.024
O 2.06250 -1.69731 -3.63953 -0.118 0.003 -0.126
H 1.61932 -0.95194 -4.05286 0.046 0.046 -0.012
H 1.40814 -2.06406 -3.03033 0.158 0.022 0.130
O 0.24447 -1.27133 1.97916 -0.159 -0.101 -0.157
H -0.62608 -1.14031 1.58588 -0.124 0.184 0.020
H 0.32928 -2.22536 2.06667 0.145 -0.007 0.117
O 2.12427 0.80088 3.43224 0.090 0.101 0.045
H 1.87070 0.33391 2.63118 -0.019 -0.115 -0.055
H 1.67841 0.32607 4.13793 -0.075 0.000 -0.016
O 1.67452 0.16886 -0.38633 0.232 0.190 -0.097
H 1.49094 0.32884 -1.32027 0.085 0.054 -0.186
H 0.81802 0.23856 0.04355 0.048 -0.227 0.185
```
Forces are in eV/Å.

Computed properties:
net charge	0
spin multiplicity	1
SMILES	NC(N)=O.NC(N)=O.O.O.O.O.O.O.O.O
lowest unoccupied orbital energy	-0.020	Eh
energy relative to the best compared isomer or geometry (same formula, charge and spin)	0.430	eV

---

No. 4
Computed, not measured: a cluster of 11 separate species, C2H26O11 in total at a distorted geometry, with the ωB97M-V functional and the def2-TZVPD basis.

```
39
Properties=species:S:1:pos:R:3:forces:R:3
C 1.56343 -0.38014 -3.80238 0.057 0.223 -0.641
C 2.14140 -0.08440 -5.20328 0.777 0.219 0.268
O 1.81332 -1.00936 -6.22515 -0.780 -0.602 0.207
H 0.50825 -0.12303 -3.70967 -0.094 -0.198 -0.217
H 2.07380 0.25026 -3.07422 0.148 0.089 -0.103
H 1.72286 -1.40747 -3.47486 -0.027 -0.052 -0.275
H 3.22968 -0.09140 -5.14250 0.243 0.092 0.409
H 1.88857 0.91323 -5.56231 -0.327 0.263 0.367
H 2.20695 -0.69127 -7.04091 -0.005 -0.024 0.007
O -2.21606 -0.96833 4.78081 0.059 -0.118 -0.268
H -1.81217 -1.02484 5.64678 0.109 -0.091 0.219
H -2.91781 -0.32570 4.88477 -0.197 0.177 -0.012
O -1.86168 3.34259 2.98050 0.251 -0.183 -0.101
H -1.76508 3.37945 3.93209 -0.001 -0.004 0.264
H -2.71756 3.73614 2.81073 -0.207 0.151 -0.135
O -2.93186 0.88127 -2.36391 -0.064 0.147 0.258
H -2.85589 -0.05309 -2.55735 0.044 -0.255 -0.031
H -2.68527 1.31616 -3.18018 0.055 0.127 -0.228
O 0.17333 3.80565 -1.17024 0.074 0.193 -0.147
H -0.67535 3.41980 -1.38722 -0.230 -0.120 -0.069
H 0.46635 3.32217 -0.39783 0.150 -0.092 0.218
O 1.87613 3.98391 3.49536 0.090 0.121 -0.113
H 2.21908 3.45528 4.21589 0.177 -0.171 0.160
H 0.92518 3.90626 3.57220 -0.292 0.023 -0.117
O 2.14031 -0.66259 4.46089 0.258 0.116 0.114
H 1.52424 -0.92091 5.14643 -0.100 -0.101 0.149
H 1.60310 -0.58435 3.67252 -0.222 0.017 -0.372
O -2.48310 -3.01157 1.33343 0.264 0.056 -0.211
H -2.65347 -2.61722 2.18882 0.013 0.091 0.387
H -3.35058 -3.12898 0.94623 -0.220 -0.038 -0.109
O 0.07585 -0.27051 1.22805 0.403 -0.038 0.110
H -0.35000 0.57694 1.35727 -0.097 0.284 0.050
H -0.64707 -0.89335 1.15261 -0.238 -0.334 -0.063
O -2.06204 -5.12007 -2.36167 0.063 -0.080 -0.170
H -1.79810 -4.41922 -1.76555 0.177 0.170 0.191
H -2.99720 -5.23769 -2.19468 -0.227 -0.092 0.005
O 3.71298 -1.26869 0.63476 0.149 -0.117 -0.200
H 4.13880 -0.84334 1.37906 0.128 0.089 0.198
H 2.77657 -1.15152 0.79488 -0.360 0.060 0.002
```
Forces are in eV/Å.

Computed properties:
net charge	0
spin multiplicity	1
SMILES	CCO.O.O.O.O.O.O.O.O.O.O
lowest unoccupied orbital energy	-0.012	Eh
energy relative to the best compared isomer or geometry (same formula, charge and spin)	2.177	eV

---

No. 5
Computed, not measured: a structure of composition C2H2AgFO2 at a distorted geometry, with the ωB97M-V functional and the def2-TZVPD basis.

```
8
Properties=species:S:1:pos:R:3:forces:R:3
C 0.29597 -0.45199 0.89369 0.531 1.029 -0.210
C -0.60805 -1.13628 -0.13463 0.097 1.052 -0.841
O -0.87647 -0.63780 -1.18317 -0.019 -0.562 0.381
O 0.71630 0.64046 0.59457 -0.184 -1.532 0.945
H 0.53629 -0.97763 1.83396 -0.139 0.081 -0.150
F -1.06476 -2.30473 0.23451 -0.199 -0.585 0.247
H 0.85086 3.23467 -0.54330 -0.669 -1.248 -1.345
Ag 0.14987 1.63329 -1.69563 0.582 1.764 0.973
```
Forces are in eV/Å.

Computed properties:
net charge	0
spin multiplicity	1
lowest unoccupied orbital energy	-0.065	Eh
energy relative to the best compared isomer or geometry (same formula, charge and spin)	0.922	eV

---

No. 6
Computed, not measured: a structure of composition C2H2As4F24O6Zn at a distorted geometry, with the ωB97M-V functional and the def2-TZVPD basis.

```
39
Properties=species:S:1:pos:R:3:forces:R:3
Zn -7.33098 -16.14875 2.42731 0.410 -2.022 0.360
As -7.59123 -18.07696 -0.75602 0.796 -0.322 -0.648
F -6.98427 -19.19764 0.38179 -0.135 -0.219 0.278
F -9.21360 -18.32972 -0.26618 -0.213 0.103 0.042
F -8.05536 -17.00016 -2.02982 -0.343 0.367 0.226
F -5.94542 -17.83830 -1.31135 -0.083 0.080 0.142
F -7.78024 -19.38903 -1.93964 0.065 -0.071 0.106
F -7.42055 -16.76515 0.42820 0.013 -0.216 -1.018
As -9.92938 -13.91670 0.70884 0.285 -0.696 -0.355
F -8.54488 -13.01561 0.23112 0.115 0.167 0.154
F -8.91168 -14.99819 1.70704 -0.382 0.586 -0.166
F -11.31946 -14.86179 1.11925 -0.186 0.171 0.253
F -10.93692 -12.84758 -0.26016 -0.110 0.067 0.136
F -9.70105 -14.95835 -0.64814 0.011 0.094 -0.048
F -10.14750 -12.92767 2.10478 -0.165 0.189 -0.006
As -4.89929 -13.34431 1.90056 -0.013 0.427 -0.094
F -5.25570 -12.91894 0.26135 0.296 -0.048 -0.134
F -6.13214 -14.61437 1.78037 0.167 0.837 -0.040
F -4.60238 -13.76003 3.53878 0.001 -0.119 0.088
F -3.64251 -12.10872 1.99369 -0.018 0.018 -0.128
F -6.05291 -12.15512 2.39031 -0.163 -0.127 0.191
F -3.68131 -14.45463 1.36405 0.001 -0.217 -0.085
As -7.92520 -15.32708 6.11142 -0.051 -0.258 -0.748
F -6.30726 -14.76981 6.33133 -0.026 0.362 0.255
F -7.46775 -15.71874 4.42312 -0.218 0.421 0.743
F -9.52880 -15.92605 5.87952 -0.011 -0.101 -0.050
F -8.34348 -14.89636 7.75992 0.161 -0.012 0.157
F -8.47139 -13.77974 5.57094 0.227 0.182 0.103
F -7.41279 -16.90037 6.58408 -0.064 -0.109 0.274
O -3.38860 -17.64209 2.01444 0.145 0.355 -0.079
C -4.53302 -17.86090 2.76012 -1.371 -0.350 1.005
O -4.54887 -18.78458 3.56153 0.809 -0.324 -0.157
O -5.46745 -17.03258 2.54342 -0.051 0.622 -0.454
H -3.57606 -16.77847 1.61714 0.088 -0.040 -0.214
O -10.31393 -19.02091 3.56223 -0.167 0.265 -0.199
C -8.99876 -18.65327 3.28994 2.182 0.067 0.823
O -8.77017 -17.51035 2.84556 -1.088 0.527 -0.583
O -8.15133 -19.49045 3.63475 -0.521 -0.454 -0.113
H -10.07489 -19.82398 4.04214 -0.391 -0.198 -0.015
```
Forces are in eV/Å.

Computed properties:
net charge	-4
spin multiplicity	1
lowest unoccupied orbital energy	0.331	Eh

---

no.,electronic energy (a.u.),frontier orbital gap (eV)
1,-992.99017,8.85
2,-877.20433,7.76
3,-1062.08265,9.09
4,-919.37609,9.55
5,-474.59812,5.73
6,-13648.65660,7.42